Record 1
{"formula": "C2H10O2S2", "method": "the ωB97M-V functional and the def2-TZVPD basis", "e_above_lowest_ev": 0.924, "e_tot_ha": -1029.0249, "homo_lumo_gap_ev": 9.35, "smiles": "CSSC.O.O", "symbols": ["C", "S", "S", "C", "H", "H", "H", "H", "H", "H", "O", "H", "H", "O", "H", "H"], "positions_angstrom": [[-1.3240, 1.4155, 1.9850], [-0.2374, 0.9978, 0.6277], [-1.2699, 0.6174, -1.0689], [-1.1766, -1.1545, -1.1990], [-2.3463, 1.5121, 1.7071], [-1.3414, 0.6728, 2.7632], [-1.0724, 2.4001, 2.3744], [-1.1988, -1.5999, -0.1931], [-1.9987, -1.6781, -1.7039], [-0.2342, -1.5639, -1.5799], [2.8653, -1.0751, 5.7595], [3.4744, -1.2891, 5.0501], [2.7540, -0.1186, 5.7834], [0.8581, 0.5084, -7.0664], [1.7792, 0.4842, -6.7827], [0.4690, -0.1290, -6.4565]], "atomic_forces_ev_per_a": [[-0.507, 0.300, 0.281], [1.011, 0.135, -0.020], [-0.492, 0.378, -0.299], [0.284, -2.112, 1.056], [-0.867, 0.003, -0.759], [0.445, -0.317, 0.358], [0.390, -0.113, 0.084], [-0.186, 0.393, -0.046], [0.004, 0.757, -0.257], [-0.080, 0.572, -0.396], [-0.232, -0.086, 0.281], [0.048, 0.234, -0.088], [0.182, -0.146, -0.196], [0.233, -0.303, 0.379], [0.075, 0.240, -0.237], [-0.309, 0.066, -0.141]], "lowdin_charge": [-0.479, 0.427, 0.419, -0.530, 0.020, 0.023, 0.029, 0.024, 0.036, 0.031, -0.061, 0.029, 0.032, -0.063, 0.032, 0.031]}

Record 2
{"formula": "C32H34AuN5O2P2Se", "method": "the ωB97M-V functional and the def2-TZVPD basis", "e_tot_ha": -4883.3847, "homo_lumo_gap_ev": 4.73, "charge": 2, "symbols": ["Au", "O", "P", "C", "P", "O", "C", "C", "C", "C", "C", "C", "C", "C", "C", "C", "C", "C", "C", "C", "C", "C", "C", "C", "C", "C", "C", "C", "C", "C", "H", "H", "H", "H", "H", "H", "H", "H", "H", "H", "H", "H", "H", "H", "H", "H", "H", "H", "H", "H", "H", "H", "C", "N", "C", "N", "C", "N", "C", "N", "C", "C", "H", "H", "H", "H", "H", "H", "H", "H", "H", "H", "H", "H", "Se", "C", "N"], "positions_angstrom": [[-0.9342, -0.2743, -1.6919], [1.2028, -0.4345, -1.5948], [2.3230, -0.6332, -0.6097], [1.7199, -1.1537, 1.0479], [0.2799, -0.1240, 1.5420], [-0.8788, -0.3796, 0.6239], [-0.1927, -0.6685, 3.2017], [-0.3831, -2.0332, 3.3867], [-0.8885, -2.4923, 4.5890], [-1.2105, -1.5861, 5.5883], [-1.0160, -0.2259, 5.3990], [-0.5052, 0.2437, 4.1988], [0.7915, 1.5990, 1.5644], [1.8900, 2.0420, 2.3007], [2.1822, 3.3942, 2.3258], [1.3925, 4.2987, 1.6283], [0.2953, 3.8545, 0.9050], [-0.0130, 2.5076, 0.8876], [3.2857, 0.8835, -0.4730], [4.4432, 0.8950, 0.3034], [5.2278, 2.0327, 0.3344], [4.8686, 3.1446, -0.4152], [3.7131, 3.1305, -1.1826], [2.9233, 1.9975, -1.2212], [3.3713, -2.0061, -1.1606], [3.4895, -2.2009, -2.5336], [4.2553, -3.2485, -3.0109], [4.9048, -4.0912, -2.1214], [4.8009, -3.8842, -0.7537], [4.0372, -2.8386, -0.2659], [2.5045, -1.0971, 1.8016], [1.3730, -2.1900, 0.9490], [-0.1428, -2.7225, 2.5879], [-1.0346, -3.5507, 4.7342], [-1.6274, -1.9448, 6.5149], [-1.2687, 0.4728, 6.1810], [-0.3517, 1.3034, 4.0413], [2.4907, 1.3363, 2.8594], [3.0169, 3.7568, 2.9069], [1.6220, 5.3540, 1.6641], [-0.3325, 4.5381, 0.3550], [-0.8813, 2.1442, 0.3538], [4.7233, 0.0122, 0.8593], [6.1275, 2.0524, 0.9277], [5.4998, 4.0194, -0.4127], [3.4409, 4.0002, -1.7604], [2.0278, 1.9611, -1.8278], [2.9719, -1.5334, -3.2088], [4.3532, -3.4038, -4.0743], [5.5023, -4.9074, -2.4946], [5.3166, -4.5377, -0.0664], [3.9620, -2.6847, 0.8010], [-3.5823, -1.1864, -0.5910], [-3.1277, -0.4328, -1.7928], [-3.7610, 0.9139, -1.7468], [-5.1888, 0.8044, -1.6896], [-5.5902, 0.0687, -0.5003], [-5.0148, -1.2665, -0.5572], [-5.5019, -1.9619, -1.7392], [-5.1046, -1.2145, -2.9236], [-3.6720, -1.1263, -2.9950], [-5.6940, 0.1161, -2.8673], [-3.2077, -0.6769, 0.2991], [-3.1564, -2.1910, -0.6301], [-3.4711, 1.4621, -2.6489], [-3.3964, 1.4468, -0.8657], [-6.6777, -0.0003, -0.4716], [-5.2319, 0.5853, 0.3923], [-6.5882, -2.0348, -1.6986], [-5.0716, -2.9637, -1.7785], [-3.3845, -0.5598, -3.8862], [-3.2473, -2.1316, -3.0490], [-6.7792, 0.0362, -2.7962], [-5.4337, 0.6755, -3.7671], [-0.5548, 1.3457, -3.7433], [-0.9667, 2.6681, -2.5880], [-1.2651, 3.4960, -1.8472]], "atomic_forces_ev_per_a": [[0.288, 0.689, 0.379], [-2.449, 0.381, -1.177], [1.813, -0.597, 1.269], [-0.533, 0.554, -0.662], [1.277, 0.075, 1.810], [-1.298, -0.462, -2.103], [0.262, 0.312, -0.906], [0.003, -0.049, 0.085], [0.067, -0.065, -0.183], [-0.025, 0.071, -0.013], [0.008, 0.036, -0.007], [0.005, 0.059, 0.108], [-0.318, -0.396, 0.104], [-0.106, -0.053, -0.064], [0.119, -0.039, 0.119], [-0.167, -0.057, -0.095], [-0.007, 0.139, -0.010], [0.027, -0.249, -0.045], [-0.130, -0.452, -0.101], [-0.200, 0.000, -0.124], [0.038, -0.032, 0.028], [-0.091, -0.059, -0.017], [0.121, 0.121, 0.009], [-0.219, -0.185, 0.053], [-0.456, 0.594, 0.093], [-0.068, 0.058, 0.041], [0.037, 0.028, -0.057], [-0.003, 0.059, 0.042], [0.070, -0.023, 0.023], [-0.087, 0.034, -0.009], [0.061, 0.044, -0.010], [0.103, 0.131, 0.095], [-0.051, -0.146, 0.045], [-0.041, -0.101, 0.084], [-0.015, -0.032, 0.159], [-0.020, 0.046, 0.090], [-0.031, 0.024, 0.022], [0.111, 0.026, 0.051], [0.095, -0.028, 0.026], [0.036, 0.039, -0.010], [0.008, 0.132, 0.019], [-0.039, 0.105, -0.027], [0.169, -0.075, 0.115], [0.119, -0.020, 0.069], [0.045, 0.102, 0.040], [-0.035, 0.070, -0.066], [0.001, 0.072, -0.036], [0.013, -0.034, -0.125], [-0.005, -0.026, -0.082], [0.060, -0.099, -0.042], [0.035, -0.043, 0.042], [-0.002, -0.034, 0.093], [-0.011, -0.473, 1.031], [1.819, 0.541, -0.117], [-0.245, 1.086, -0.061], [-0.192, 0.750, 0.078], [0.123, 0.082, 0.054], [-0.025, -0.468, 0.635], [0.129, -0.064, -0.014], [-0.047, -0.348, -0.549], [-0.060, -0.498, -1.075], [0.150, 0.098, -0.110], [0.006, -0.006, -0.114], [0.044, 0.019, -0.050], [0.014, -0.102, 0.127], [0.077, -0.064, -0.021], [0.061, 0.003, 0.075], [-0.067, -0.012, -0.006], [0.044, -0.038, -0.016], [-0.066, -0.026, 0.014], [0.058, -0.034, 0.152], [0.063, 0.086, 0.059], [0.071, -0.010, -0.077], [-0.019, 0.003, 0.001], [-0.303, -1.657, 0.620], [-0.078, 0.140, -0.030], [-0.143, 0.343, 0.255]], "lowdin_charge": [1.015, -0.481, 0.797, -0.275, 0.765, -0.414, -0.279, -0.081, -0.052, -0.043, -0.047, -0.060, -0.313, -0.080, -0.049, -0.037, -0.062, -0.097, -0.290, -0.075, -0.050, -0.043, -0.050, -0.070, -0.279, -0.068, -0.050, -0.042, -0.051, -0.081, 0.084, 0.083, 0.103, 0.116, 0.118, 0.117, 0.111, 0.120, 0.120, 0.120, 0.097, 0.071, 0.110, 0.117, 0.118, 0.117, 0.081, 0.108, 0.117, 0.119, 0.118, 0.102, -0.171, -0.159, -0.180, -0.075, -0.130, -0.074, -0.132, -0.073, -0.159, -0.129, 0.118, 0.141, 0.111, 0.135, 0.145, 0.142, 0.145, 0.140, 0.127, 0.141, 0.145, 0.142, 0.863, -0.777, 0.143]}